Record 1
Formula: CH12O4
Source: the OMol25 dataset
Level of theory: ωB97M-V/def2-TZVPD

Orbital gap   12.0 eV
SMILES string   C.O.O.O.O

```
17
CH12O4 ωB97M-V/def2-TZVPD
C 1.556 0.721 1.727
H 1.992 -0.265 1.851
H 0.521 0.695 2.042
H 2.066 1.532 2.244
H 1.619 1.004 0.677
O 0.664 0.765 -2.094
H 1.431 0.779 -1.511
H -0.101 1.014 -1.526
O -1.125 -0.776 1.454
H -0.435 -1.123 0.850
H -1.610 -1.536 1.784
O -1.608 1.003 -0.590
H -1.453 0.557 0.270
H -2.262 1.681 -0.397
O 0.483 -1.748 -0.610
H 0.458 -1.021 -1.262
H 0.413 -2.541 -1.150
```

Results of the Löwdin charge analysis, in e, for atoms 1 through 2: -0.0323 0.0292



Record 2
Formula: CH12O4S2
Source: the OMol25 dataset
Level of theory: ωB97M-V/def2-TZVPD

Orbital gap   9.0 eV
SMILES string   CSS.O.O.O.O

```
19
CH12O4S2 ωB97M-V/def2-TZVPD
C 0.356 1.470 -3.900
S 1.919 0.832 -3.081
S 1.510 1.437 -1.198
H 0.596 1.324 -4.950
H 0.316 2.506 -3.577
H -0.570 0.896 -3.596
H 1.449 0.213 -0.451
O 1.970 -1.381 1.233
H 2.435 -1.346 0.387
H 1.088 -1.717 1.005
O -1.191 -1.650 -0.227
H -1.902 -1.055 -0.484
H -1.340 -1.731 0.727
O -2.585 -0.740 2.455
H -1.979 -0.012 2.672
H -3.198 -0.260 1.875
O 0.066 0.328 3.522
H 0.156 0.329 4.479
H 0.904 0.557 3.107
```

Results of the Löwdin charge analysis, in e, for atoms 1 through 2: -0.4526 0.3082



Record 3
Formula: CH12O6
Source: the OMol25 dataset
Level of theory: ωB97M-V/def2-TZVPD

Orbital gap   10.8 eV
SMILES string   C=O.O.O.O.O.O

```
19
CH12O6 ωB97M-V/def2-TZVPD
C 2.510 0.970 1.170
O 1.889 0.025 0.761
H 2.479 1.954 0.664
H 3.422 0.826 1.773
O -0.685 -2.321 0.071
H -1.302 -1.727 0.499
H -0.328 -3.014 0.647
O -0.491 0.976 -1.922
H -0.361 1.201 -2.839
H 0.080 0.206 -1.762
O -1.402 2.021 0.731
H -1.143 1.607 -0.103
H -0.614 2.432 1.095
O 1.102 -1.512 -1.711
H 0.556 -1.900 -0.977
H 1.936 -1.867 -1.368
O -2.460 -0.356 0.984
H -1.903 0.445 1.010
H -3.285 0.033 1.279
```

Results of the Löwdin charge analysis, in e, for atoms 1 through 2: -0.1320 -0.0037



Record 4
Formula: CH13MnO9
Source: the OMol25 dataset
Level of theory: ωB97M-V/def2-TZVPD

Net charge   +1
Multiplicity   6
Orbital gap (spin up / spin down)   8.8 / 9.3 eV

```
24
CH13MnO9 ωB97M-V/def2-TZVPD
Mn -11.855 -2.718 9.006
C -12.191 -4.888 10.207
O -13.024 -4.619 9.340
O -12.151 -6.167 10.638
O -11.399 -4.090 10.683
H -12.792 -6.723 10.248
O -12.551 -3.592 6.275
H -13.295 -2.973 6.056
H -12.883 -4.473 6.170
O -13.833 -2.037 8.351
H -14.610 -2.641 8.487
H -14.193 -1.213 8.700
O -10.118 -3.840 8.018
H -10.031 -3.425 7.177
H -9.853 -4.724 7.864
O -9.977 -1.735 9.882
H -9.172 -1.984 10.335
H -9.794 -0.867 9.493
O -11.422 -1.241 7.437
H -12.210 -0.773 7.381
H -11.036 -1.066 6.566
O -12.722 -1.580 10.673
H -13.611 -1.467 10.896
H -12.212 -1.148 11.329
```

Results of the Löwdin charge analysis, in e, for atoms 1 through 2: 0.9111 -0.8434



Record 5
Formula: CH13NO4
Source: the OMol25 dataset
Level of theory: ωB97M-V/def2-TZVPD

Orbital gap   10.6 eV
SMILES string   CN.O.O.O.O

```
19
CH13NO4 ωB97M-V/def2-TZVPD
C 3.043 -0.093 0.768
N 2.271 0.813 1.645
H 2.365 -0.648 0.112
H 3.784 0.415 0.117
H 3.613 -0.841 1.348
H 1.768 1.422 1.034
H 2.892 1.385 2.182
O -0.724 -0.169 1.722
H 0.047 0.061 1.211
H -0.503 0.167 2.617
O -2.880 -0.507 0.009
H -2.850 0.443 -0.076
H -2.297 -0.646 0.775
O 0.213 1.096 -1.790
H 0.893 1.120 -2.448
H -0.375 0.392 -2.132
O -1.422 -1.210 -2.199
H -1.966 -1.013 -1.423
H -1.604 -2.112 -2.501
```

Results of the Löwdin charge analysis, in e, for atoms 1 through 2: -0.1835 -0.0627



Record 6
Formula: CH13O5S
Source: the OMol25 dataset
Level of theory: ωB97M-V/def2-TZVPD

Net charge   -1
Orbital gap   7.4 eV

```
20
CH13O5S ωB97M-V/def2-TZVPD
C 2.133 1.921 -0.970
S 0.741 1.956 0.248
H 3.060 2.045 -0.397
H 2.278 1.035 -1.595
H 1.948 2.765 -1.650
H -1.204 0.998 0.842
H -2.411 0.524 0.075
O -2.263 0.994 0.876
H -0.962 0.078 -2.486
H -0.222 0.373 -1.143
O -0.899 -0.222 -1.547
H 0.997 -0.196 0.766
H 0.599 -1.282 1.748
O 1.210 -1.168 1.014
H 0.288 -2.355 0.015
H -0.480 -2.061 -1.116
O -0.037 -2.744 -0.760
H -1.537 -0.184 2.167
H -1.714 -1.384 1.539
O -1.525 -1.093 2.375
```

Results of the Löwdin charge analysis, in e, for atoms 1 through 2: -0.5925 0.3336



Record 7
Formula: CH14Ba2O10
Source: the OMol25 dataset
Level of theory: ωB97M-V/def2-TZVPD

Net charge   +2
Orbital gap   2.6 eV

```
27
CH14Ba2O10 ωB97M-V/def2-TZVPD
Ba 25.832 -1.544 -5.905
Ba 23.555 -8.293 -8.460
C 20.901 -3.771 -6.362
O 21.572 -3.670 -7.386
O 19.907 -4.547 -6.355
O 21.391 -3.242 -5.338
O 18.752 -3.936 -12.185
H 19.702 -3.984 -12.288
H 18.589 -4.258 -11.299
O 21.275 0.154 -10.863
H 21.634 -0.709 -10.656
H 20.362 0.108 -10.579
O 18.625 -9.473 -8.270
H 18.456 -8.729 -7.692
H 17.811 -9.584 -8.761
O 20.097 0.756 -2.394
H 20.390 -0.093 -2.724
H 19.468 0.541 -1.705
O 15.802 -1.732 -6.075
H 15.174 -2.150 -5.486
H 16.636 -2.157 -5.877
O 19.945 -5.509 -1.534
H 20.394 -5.018 -2.222
H 19.049 -5.610 -1.856
O 15.210 -6.141 -3.929
H 14.376 -5.975 -4.369
H 15.869 -6.028 -4.615
```

Results of the Löwdin charge analysis, in e, for atoms 1 through 2: 1.4669 1.4095



Record 8
Formula: CH14N2O4
Source: the OMol25 dataset
Level of theory: ωB97M-V/def2-TZVPD

Net charge   +1
Multiplicity   2
Orbital gap (spin up / spin down)   10.8 / 5.9 eV

```
21
CH14N2O4 ωB97M-V/def2-TZVPD
N 0.766 0.085 -1.027
C 0.083 0.580 0.123
N -0.588 -0.250 1.042
H 1.338 -0.764 -0.959
H 1.110 0.730 -1.741
H 0.918 1.094 0.677
H -0.669 1.289 -0.221
H -1.554 -0.383 0.808
H -0.186 -1.170 1.197
H -2.382 -2.887 -1.961
H -1.289 -1.852 -2.140
O -1.445 -2.735 -1.783
H -2.758 -2.057 0.369
H -4.200 -2.731 0.960
O -3.358 -2.776 0.516
H 1.946 3.743 -0.040
H 0.591 3.371 0.438
O 1.078 3.484 -0.394
H 3.513 0.828 2.105
H 3.480 1.228 0.620
O 3.439 1.585 1.510
```

Results of the Löwdin charge analysis, in e, for atoms 1 through 2: 0.2966 -0.2877



Record 9
Formula: CH14N2O4
Source: the OMol25 dataset
Level of theory: ωB97M-V/def2-TZVPD

Net charge   +1
Multiplicity   2
Orbital gap (spin up / spin down)   11.1 / 5.4 eV

```
21
CH14N2O4 ωB97M-V/def2-TZVPD
N 2.805 -0.301 -0.309
C 1.517 -0.298 -1.047
N 0.250 -0.261 -0.381
H 2.812 -1.029 0.532
H 3.091 0.552 0.014
H 1.519 -1.112 -1.703
H 1.495 0.626 -1.590
H 0.477 -0.400 0.642
H -0.386 -1.080 -0.727
H -1.382 2.116 -1.097
H -0.211 1.225 -0.435
O -0.771 2.013 -0.277
H 4.282 1.991 1.233
H 4.832 3.303 1.821
O 4.089 2.869 1.437
H -3.993 -0.710 -1.241
H -3.322 -1.684 -0.302
O -3.182 -1.016 -1.054
H -3.801 -2.755 2.160
H -4.762 -3.439 1.219
O -4.027 -2.851 1.217
```

Results of the Löwdin charge analysis, in e, for atoms 1 through 2: 0.1254 -0.2556



Record 10
Formula: CH14NO4
Source: the OMol25 dataset
Level of theory: ωB97M-V/def2-TZVPD

Multiplicity   2
Orbital gap (spin up / spin down)   3.2 / 12.0 eV

```
20
CH14NO4 ωB97M-V/def2-TZVPD
C -1.494 -1.755 0.263
N -0.636 -0.542 0.471
H -0.996 -2.674 0.536
H -1.726 -1.755 -0.808
H -2.462 -1.642 0.735
H 0.303 -0.782 0.107
H -1.109 0.158 -0.109
H -0.636 -0.106 1.443
H 2.106 -3.402 1.749
H 2.471 -2.619 0.595
O 1.674 -2.794 1.125
H 1.864 1.930 -3.531
H 1.270 3.268 -3.926
O 1.462 2.731 -3.155
H -1.740 2.590 -1.403
H -0.478 2.103 -2.075
O -1.235 1.791 -1.569
H 0.731 0.045 3.297
H -0.346 1.208 3.223
O -0.153 0.289 2.974
```

Results of the Löwdin charge analysis, in e, for atoms 1 through 2: -0.1453 0.0609



Record 11
Formula: CH14NO5
Source: the OMol25 dataset
Level of theory: ωB97M-V/def2-TZVPD

Multiplicity   2
Orbital gap (spin up / spin down)   4.3 / 9.2 eV

```
21
CH14NO5 ωB97M-V/def2-TZVPD
C 1.892 -0.320 -0.107
N 0.733 0.355 -0.140
H 2.834 0.231 -0.182
H 2.017 -1.418 -0.027
H -0.143 -0.120 -0.049
H 0.749 1.360 -0.040
H -0.347 3.379 1.679
H 1.242 3.326 1.435
O 0.396 2.907 1.290
H -0.152 0.574 -3.828
H -1.100 0.669 -2.585
O -0.181 0.524 -2.869
H -0.344 -2.112 1.803
H -0.235 -1.152 3.068
O 0.151 -1.418 2.229
H -2.973 1.593 0.726
H -3.683 0.334 0.072
O -2.853 0.751 0.271
H -0.036 -3.143 -0.545
H 1.134 -3.339 -1.530
O 0.900 -2.984 -0.671
```

Results of the Löwdin charge analysis, in e, for atoms 1 through 2: -0.1758 -0.0273



These records have energy relative to the best compared isomer or geometry (same formula, charge and spin) values of 3.02; 20.27; 14.57; 3.87; 7.89; 26.87; 229.28; 21.90; 43.97; 4.67; 12.58 kcal/mol, in the order they appear.
These records have calculated total energy values of -9422.197; -31091.963; -13516.090; -50992.712; -10928.309; -22322.250; -23103.408; -12424.720; -12423.763; -10941.149; -12988.883 eV, in the order they appear.